1.
Here is a structure of composition C42H120F12N16O36S12 in a non-equilibrium geometry from OMol25. Energies are from ωB97M-V/def2-TZVPD.

The geometry in ORCA input format:
```
! RIJCOSX wB97M-V def2-TZVPD def2/J DEFGRID3
* xyz 4 1
C -3.6867 -2.7867 -5.9306
C -4.7223 -1.6999 -5.9873
C -4.2644 -0.4358 -6.7146
O -5.3627 0.1766 -7.2513
C -5.0547 1.0212 -8.3317
N -5.9212 -2.2821 -6.7612
H -6.4568 -1.4922 -7.1589
H -5.4521 -2.7573 -7.5551
H -6.5390 -2.9394 -6.2783
H -2.7595 -2.3578 -5.5802
H -3.4362 -3.1227 -6.9523
H -3.9850 -3.6566 -5.3220
H -5.0614 -1.4842 -4.9714
H -3.5185 -0.7113 -7.4144
H -3.7157 0.2859 -6.1215
H -4.5962 1.9519 -7.9386
H -6.0161 1.2486 -8.8186
H -4.3507 0.4843 -8.9971
C 2.2594 -4.5836 -3.2034
C 3.4292 -5.1119 -2.4403
C 4.7935 -4.6021 -2.7688
O 4.9450 -3.2736 -2.3648
C 6.2740 -2.7859 -2.4694
N 3.1862 -4.8360 -0.9731
H 2.2772 -5.2481 -0.6378
H 3.9875 -5.2238 -0.4724
H 3.0743 -3.8386 -0.7244
H 2.3547 -4.9092 -4.1943
H 2.2384 -3.4851 -3.2566
H 1.2961 -4.9507 -2.7991
H 3.5608 -6.2015 -2.5259
H 4.8171 -4.6859 -3.8630
H 5.5853 -5.1574 -2.3002
H 6.3170 -1.9540 -1.7461
H 6.4948 -2.4972 -3.4939
H 7.0287 -3.5218 -2.1783
C -0.9991 6.6885 -2.6261
C 0.0418 6.3449 -1.6330
C 1.4707 6.5664 -1.8979
O 2.3582 6.2803 -0.8574
C 3.7289 6.5497 -1.1646
N -0.2159 7.0841 -0.3242
H -0.1211 8.1106 -0.5073
H -1.1220 6.9503 0.0613
H 0.5431 6.8446 0.3237
H -2.0173 6.6500 -2.2174
H -1.0141 5.9891 -3.5177
H -0.8294 7.6911 -3.0426
H -0.0138 5.3235 -1.2377
H 1.6285 7.6221 -2.1817
H 1.7530 6.0020 -2.7836
H 4.3079 5.9085 -0.5281
H 4.0157 7.5672 -0.8436
H 3.9847 6.3202 -2.1959
C 9.0004 5.0555 3.9238
C 7.6735 4.3900 4.0672
C 7.0175 3.7586 2.8528
O 5.8970 3.1188 3.4693
C 4.7670 3.1614 2.6412
N 7.8392 3.1645 5.0569
H 8.7014 2.6731 4.7673
H 8.0882 3.5554 5.9901
H 6.9232 2.6143 4.8308
H 9.6965 4.4557 3.2846
H 9.3998 5.1579 4.9520
H 8.8795 6.0195 3.4513
H 6.8777 5.0274 4.4737
H 7.6335 3.0527 2.2354
H 6.6303 4.5779 2.2518
H 4.4560 4.1999 2.4152
H 3.9338 2.7040 3.1593
H 4.9464 2.5909 1.6765
C 3.3067 1.2484 -1.6225
C 3.1510 -0.2183 -1.6543
C 2.1258 -0.7037 -0.7182
O 1.9496 -2.1318 -0.9463
C 0.9207 -2.6320 -0.0983
N 2.8341 -0.6154 -3.0801
H 2.2191 -0.0008 -3.5493
H 3.6929 -0.5974 -3.5905
H 2.4365 -1.5694 -3.0865
H 3.8358 1.5604 -0.6977
H 2.3006 1.6748 -1.5531
H 3.8198 1.5971 -2.5172
H 4.0832 -0.7634 -1.4846
H 1.1833 -0.1721 -0.8360
H 2.5298 -0.5468 0.2960
H 1.2348 -2.6749 0.9214
H 0.5984 -3.5824 -0.5029
H 0.0593 -1.9892 -0.1996
C -6.6029 8.0014 -2.7304
C -7.5167 6.7550 -2.6471
C -6.8084 5.5353 -3.1340
O -7.6626 4.4438 -2.6687
C -7.0241 3.2053 -2.7400
N -7.8379 6.3871 -1.1517
H -8.0393 5.3585 -1.1196
H -6.9914 6.5328 -0.6036
H -8.5753 6.9978 -0.7819
H -5.7076 7.8472 -2.0695
H -7.1015 8.9080 -2.3933
H -6.1495 8.0836 -3.7440
H -8.4859 6.9525 -3.0697
H -5.8543 5.2812 -2.7320
H -6.7677 5.5826 -4.2213
H -7.5358 2.5379 -2.0424
H -6.0159 3.3258 -2.3910
H -7.0445 2.8876 -3.7942
C -2.2913 -8.2078 -4.2048
C -1.4385 -9.1834 -3.3516
O -0.2720 -9.1843 -3.3527
N -2.2372 -10.0145 -2.3328
H -1.5331 -10.5321 -1.7994
H -2.5983 -9.3748 -1.5683
C -3.2894 -10.9934 -2.9230
H -2.5227 -7.3257 -3.5855
H -3.3171 -8.5167 -4.4784
H -1.6792 -7.8639 -5.0143
H -4.0742 -10.3634 -3.2300
H -3.6353 -11.6372 -2.1183
H -2.7595 -11.5445 -3.7117
C -0.9438 5.1655 3.4868
C -1.9586 6.0589 4.0427
O -1.9022 7.2279 4.0638
N -3.3395 5.5147 4.4679
H -3.6719 6.4109 4.8175
H -3.9214 5.3346 3.6348
C -3.5392 4.4662 5.5764
H -1.3786 4.4928 2.7579
H -0.4243 4.6052 4.2472
H -0.1737 5.8034 3.0366
H -4.5927 4.2793 5.5750
H -3.2581 5.0213 6.4581
H -3.0296 3.5025 5.4321
C 6.4820 -5.6799 1.5614
O 5.8207 -5.2355 2.7715
C 6.5784 -5.2309 3.9293
C 5.6828 -5.1704 5.1332
N 4.8188 -3.9229 5.1438
H 5.3521 -3.1105 5.4454
H 4.3495 -3.7700 4.2221
C 3.6624 -4.0869 6.0862
C 2.7336 -5.1038 5.5317
O 2.6332 -4.8563 4.1561
C 1.6590 -5.5830 3.4760
H 6.1440 -5.0114 0.7637
H 6.2164 -6.7167 1.3034
H 7.5605 -5.6003 1.6369
H 7.3584 -4.4739 3.9244
H 7.1471 -6.1543 4.0640
H 6.2185 -5.2026 6.0798
H 5.0245 -6.0575 5.0314
H 3.2577 -3.1108 6.2193
H 4.0180 -4.4674 7.0327
H 1.7389 -4.9215 5.9224
H 3.0725 -6.1565 5.6326
H 0.7187 -5.5730 4.0619
H 1.9093 -6.6340 3.3048
H 1.6478 -5.0955 2.4962
C -1.6103 -0.7253 -2.5861
O -1.6951 0.6359 -2.1268
C -3.0044 1.2431 -1.7557
C -3.0314 1.5534 -0.3081
N -2.4544 0.4458 0.5478
H -2.9011 -0.3737 0.2637
H -1.4774 0.2707 0.2253
C -2.4922 0.5831 2.0419
C -1.7563 1.7940 2.3809
O -0.4719 1.7362 1.7669
C 0.6258 2.0900 2.4984
H -1.2944 -1.2587 -1.7389
H -0.7874 -0.7371 -3.3276
H -2.6051 -0.9984 -2.9271
H -3.8247 0.6776 -2.2256
H -2.9761 2.2362 -2.2801
H -4.0449 1.6516 0.0566
H -2.5294 2.4781 -0.1050
H -2.1463 -0.3428 2.4650
H -3.5420 0.6754 2.2930
H -1.7015 1.9009 3.4675
H -2.2982 2.6590 1.9064
H 1.0441 1.2009 2.9765
H 0.2967 2.8560 3.2402
H 1.3430 2.4861 1.7750
N 3.5867 -0.7035 6.2016
S 4.0539 0.2705 4.9845
O 3.2515 1.3909 4.8737
O 4.2224 -0.5589 3.8524
F 5.5101 0.5736 5.3808
S 4.4467 -0.8959 7.5398
O 5.8760 -0.8568 7.3943
O 3.8032 -2.0444 8.0340
F 3.9952 0.2948 8.3084
N 0.9317 0.5599 -4.8460
S 0.5541 2.0427 -4.5456
O 0.5101 2.2332 -3.1270
O -0.5312 2.6480 -5.2399
F 1.8509 3.0477 -4.9864
S 0.5298 -0.3666 -6.0078
O 1.2017 -0.2908 -7.2843
O -0.9506 -0.4909 -5.9800
F 0.8472 -1.7328 -5.2351
N -2.2995 1.8253 6.0402
S -3.4001 0.8885 5.5293
O -2.8589 -0.2479 4.8399
O -4.2453 1.7198 4.7496
F -4.2600 0.4493 6.7414
S -0.8644 1.6537 6.5310
O -0.2680 2.9960 6.1736
O -0.2153 0.5123 6.0472
F -1.0355 1.6686 7.9833
N -5.2136 5.8456 0.6753
S -5.8865 5.0192 1.9767
O -5.5255 5.5920 3.2060
O -5.8413 3.5791 1.8495
F -7.4666 5.4022 1.8857
S -3.7623 5.9187 0.3274
O -3.1115 4.6469 0.1664
O -2.9791 6.9758 0.9504
F -3.6895 6.4374 -1.2743
N 0.9819 -6.4770 0.0861
S -0.6243 -6.8369 0.1278
O -1.2693 -6.2890 1.2837
O -0.9922 -8.2902 -0.0637
F -1.1553 -6.1883 -1.1481
S 1.9227 -7.8527 0.3132
O 1.7880 -8.4025 1.6545
O 3.2063 -7.5863 -0.3579
F 1.3646 -9.1187 -0.7302
N -4.0975 -2.1485 -0.3940
S -3.3387 -3.6799 -0.0646
O -1.8595 -3.5750 -0.2382
O -3.9344 -4.7730 -0.9285
F -3.5743 -3.8830 1.2984
S -5.1067 -1.6556 -1.5220
O -4.5562 -1.9512 -2.7967
O -5.3981 -0.3794 -1.0660
F -6.2526 -2.7232 -1.4239
*
```

## Properties
* largest force on an atom: 13.67 eV Å⁻¹
* E_LUMO: -6.3 eV
* calculated total energy: -305638.744 eV
* HOMO-LUMO gap: 8.3 eV

=====

2.
Here is the ion C21H26NO with charge +1 from OMol25. Energies are from ωB97M-V/def2-TZVPD.

The geometry in ORCA input format:
```
! RIJCOSX wB97M-V def2-TZVPD def2/J DEFGRID3
* xyz 1 1
C -5.0334 -1.4550 1.4045
C -4.2944 -1.6474 0.0914
N -2.8932 -1.1493 0.1572
C -2.7910 0.3442 0.1013
C -3.0119 0.9304 -1.2820
C -2.0298 -1.8239 -0.8659
C -0.6984 -1.2584 -0.8638
C 0.3821 -0.7367 -0.8380
C 1.6110 0.0505 -0.7865
O 1.9727 0.2944 -2.1423
C 3.2721 0.8009 -2.3512
C 2.6974 -0.6987 -0.0276
C 2.7988 -2.0773 -0.1660
C 3.8149 -2.7686 0.4699
C 4.7403 -2.0876 1.2425
C 4.6504 -0.7120 1.3715
C 3.6357 -0.0169 0.7371
C 1.1395 1.3180 -0.0661
C 0.8812 2.4807 -0.7765
C 0.4031 3.6035 -0.1217
C 0.1604 3.5650 1.2404
C 0.3916 2.3961 1.9485
C 0.8741 1.2739 1.2988
H -6.0222 -1.8973 1.3215
H -5.1652 -0.4064 1.6560
H -4.5159 -1.9517 2.2228
H -4.8067 -1.1293 -0.7199
H -4.2629 -2.7124 -0.1487
H -2.5238 -1.4177 1.0760
H -1.7923 0.6214 0.4466
H -3.5241 0.7458 0.8016
H -3.0210 2.0129 -1.1888
H -3.9615 0.6302 -1.7165
H -2.2022 0.6697 -1.9572
H -2.4878 -1.6924 -1.8495
H -1.9919 -2.8925 -0.6343
H 4.0397 0.0578 -2.1143
H 3.3178 1.0393 -3.4121
H 3.4569 1.7067 -1.7654
H 2.0839 -2.6043 -0.7821
H 3.8861 -3.8396 0.3566
H 5.5335 -2.6266 1.7371
H 5.3751 -0.1744 1.9635
H 3.5770 1.0571 0.8386
H 1.0558 2.5032 -1.8412
H 0.2217 4.5096 -0.6791
H -0.2066 4.4418 1.7510
H 0.2021 2.3602 3.0108
H 1.0612 0.3635 1.8514
*
```

## Properties
* largest force on an atom: 0.91 eV Å⁻¹
* SMILES string: CC[NH+](CC)CC#CC(OC)(c1ccccc1)c1ccccc1
* E_LUMO: -2.6 eV
* energy above the lowest of the compared OMol25 structures with the same formula, charge and spin: 49.7 kcal/mol
* calculated total energy: -25728.420 eV
* HOMO-LUMO gap: 9.1 eV

=====

Question: Which of these has the highest E_LUMO?
Answer: C21H26NO

=====

Question: The highest E_LUMO belongs to which entry?
Answer: C21H26NO

=====

What did the second record say?
Here is the ion C21H26NO with charge +1 from OMol25. Energies are from ωB97M-V/def2-TZVPD.

The geometry in ORCA input format:
```
! RIJCOSX wB97M-V def2-TZVPD def2/J DEFGRID3
* xyz 1 1
C -5.0334 -1.4550 1.4045
C -4.2944 -1.6474 0.0914
N -2.8932 -1.1493 0.1572
C -2.7910 0.3442 0.1013
C -3.0119 0.9304 -1.2820
C -2.0298 -1.8239 -0.8659
C -0.6984 -1.2584 -0.8638
C 0.3821 -0.7367 -0.8380
C 1.6110 0.0505 -0.7865
O 1.9727 0.2944 -2.1423
C 3.2721 0.8009 -2.3512
C 2.6974 -0.6987 -0.0276
C 2.7988 -2.0773 -0.1660
C 3.8149 -2.7686 0.4699
C 4.7403 -2.0876 1.2425
C 4.6504 -0.7120 1.3715
C 3.6357 -0.0169 0.7371
C 1.1395 1.3180 -0.0661
C 0.8812 2.4807 -0.7765
C 0.4031 3.6035 -0.1217
C 0.1604 3.5650 1.2404
C 0.3916 2.3961 1.9485
C 0.8741 1.2739 1.2988
H -6.0222 -1.8973 1.3215
H -5.1652 -0.4064 1.6560
H -4.5159 -1.9517 2.2228
H -4.8067 -1.1293 -0.7199
H -4.2629 -2.7124 -0.1487
H -2.5238 -1.4177 1.0760
H -1.7923 0.6214 0.4466
H -3.5241 0.7458 0.8016
H -3.0210 2.0129 -1.1888
H -3.9615 0.6302 -1.7165
H -2.2022 0.6697 -1.9572
H -2.4878 -1.6924 -1.8495
H -1.9919 -2.8925 -0.6343
H 4.0397 0.0578 -2.1143
H 3.3178 1.0393 -3.4121
H 3.4569 1.7067 -1.7654
H 2.0839 -2.6043 -0.7821
H 3.8861 -3.8396 0.3566
H 5.5335 -2.6266 1.7371
H 5.3751 -0.1744 1.9635
H 3.5770 1.0571 0.8386
H 1.0558 2.5032 -1.8412
H 0.2217 4.5096 -0.6791
H -0.2066 4.4418 1.7510
H 0.2021 2.3602 3.0108
H 1.0612 0.3635 1.8514
*
```

## Properties
* largest force on an atom: 0.91 eV Å⁻¹
* SMILES string: CC[NH+](CC)CC#CC(OC)(c1ccccc1)c1ccccc1
* E_LUMO: -2.6 eV
* energy above the lowest of the compared OMol25 structures with the same formula, charge and spin: 49.7 kcal/mol
* calculated total energy: -25728.420 eV
* HOMO-LUMO gap: 9.1 eV

=====

Question: Which value of calculated total energy does entry 2 give?
Answer: -25728.420 eV